{
  "formula": "C20H30INO9S3",
  "method": "ωB97M-V/def2-TZVPD",
  "charge": 0,
  "mol_weight_g_mol": 651.56,
  "multiplicity": 1,
  "lumo_ev": -1.436,
  "orbital_gap_ev": 7.237,
  "species": ["C", "C", "C", "C", "C", "N", "C", "O", "O", "C", "C", "C", "O", "I", "C", "C", "C", "C", "C", "S", "H", "H", "H", "H", "H", "H", "H", "H", "H", "H", "H", "H", "H", "H", "O", "S", "O", "O", "C", "C", "C", "H", "H", "H", "H", "H", "H", "H", "H", "O", "S", "O", "O", "C", "C", "C", "H", "H", "H", "H", "H", "H", "H", "H"],
  "coordinates": [[-2.998, -5.218, -1.599], [-3.087, -3.893, -1.635], [-2.929, -2.338, -1.255], [-1.962, -1.503, -2.226], [-2.585, -0.187, -2.888], [-1.826, 0.711, -3.762], [-2.562, 1.942, -4.266], [-2.546, 2.272, -5.502], [-3.244, 2.668, -3.253], [-0.424, 0.448, -4.088], [0.469, 1.450, -5.021], [1.781, 1.804, -4.099], [2.948, 1.689, -4.582], [1.452, 2.423, -2.015], [0.314, -0.840, -3.499], [-0.430, -1.879, -2.531], [0.265, -3.165, -1.871], [1.659, -3.620, -2.547], [2.843, -3.831, -1.453], [2.385, -5.404, -0.500], [-3.162, -6.360, -1.484], [-2.636, -2.163, -0.140], [-3.999, -1.880, -1.351], [-3.676, 0.080, -2.645], [0.812, 0.943, -5.997], [-0.056, 2.471, -5.191], [1.419, -0.963, -3.777], [-0.413, -4.108, -1.838], [0.455, -2.896, -0.749], [2.038, -2.948, -3.397], [1.483, -4.671, -3.027], [2.876, -2.899, -0.755], [3.883, -3.949, -1.966], [1.207, -5.878, -1.119], [-4.738, -0.145, 3.029], [-3.600, 0.504, 2.429], [-2.677, -0.209, 1.580], [-2.761, 1.270, 3.584], [-2.303, 0.519, 4.706], [-1.119, -0.360, 4.347], [-4.156, 1.942, 1.557], [-3.120, -0.073, 5.132], [-1.994, 1.239, 5.468], [-1.407, -1.143, 3.642], [-0.712, -0.845, 5.238], [-0.331, 0.230, 3.871], [-4.825, 2.511, 2.202], [-4.687, 1.607, 0.665], [-3.289, 2.538, 1.270], [2.613, 1.678, 1.309], [3.275, 1.696, 2.589], [2.564, 1.454, 3.819], [4.108, 3.079, 2.731], [3.409, 4.313, 2.574], [2.556, 4.633, 3.788], [4.665, 0.599, 2.529], [2.808, 4.301, 1.660], [4.164, 5.094, 2.454], [1.741, 3.914, 3.898], [2.114, 5.629, 3.699], [3.153, 4.587, 4.702], [5.235, 0.798, 1.621], [4.283, -0.422, 2.517], [5.277, 0.756, 3.417]]
}

{
  "formula": "C6H13NO",
  "method": "ωB97M-V/def2-TZVPD",
  "charge": 0,
  "relative_energy_ev": 4.919,
  "mol_weight_g_mol": 115.18,
  "multiplicity": 1,
  "lumo_ev": -1.054,
  "orbital_gap_ev": 7.901,
  "species": ["C", "C", "C", "N", "C", "C", "C", "O", "H", "H", "H", "H", "H", "H", "H", "H", "H", "H", "H", "H", "H"],
  "coordinates": [[1.701, -0.201, -0.400], [2.767, -0.122, 0.641], [0.713, 0.827, -0.505], [-0.250, 0.650, -1.536], [-1.056, -0.483, -1.189], [-1.252, -0.531, 0.322], [-2.205, 0.544, 0.881], [0.639, 1.826, 0.208], [1.771, -0.900, -1.220], [0.657, -1.624, 0.473], [3.459, -0.964, 0.536], [3.288, 0.832, 0.581], [2.349, -0.218, 1.649], [-0.723, 1.538, -1.675], [-1.991, -0.541, -1.760], [-0.512, -1.390, -1.470], [-1.675, -1.494, 0.624], [-0.295, -0.207, 0.736], [-1.889, 1.542, 0.597], [-2.244, 0.515, 1.969], [-3.250, 0.399, 0.539]]
}

{
  "formula": "C4H11N3O2",
  "method": "ωB97M-V/def2-TZVPD",
  "charge": 1,
  "relative_energy_ev": 3.819,
  "mol_weight_g_mol": 133.15,
  "multiplicity": 2,
  "s2": 0.764,
  "lumo_ev": [-4.492, -8.819],
  "orbital_gap_ev": [8.969, 4.622],
  "species": ["C", "C", "O", "O", "H", "H", "H", "C", "C", "N", "N", "N", "H", "H", "H", "H", "H", "H", "H", "H"],
  "coordinates": [[-3.232, -0.295, 2.474], [-1.830, -0.132, 1.650], [-1.733, -0.688, 0.426], [-0.913, 0.061, 2.427], [-3.236, -1.286, 2.988], [-4.132, -0.353, 1.826], [-3.337, 0.590, 3.066], [0.240, 0.244, -2.483], [1.895, 0.253, -0.732], [0.605, 0.382, -1.072], [3.041, 0.196, -1.665], [2.162, 0.329, 0.633], [-0.750, -0.870, 0.154], [0.171, 1.279, -2.898], [-0.810, -0.152, -2.344], [3.211, -0.599, -2.184], [3.924, 0.040, -1.134], [1.340, 0.109, 1.265], [2.536, 1.338, 0.774], [0.849, -0.444, -3.171]]
}

{
  "formula": "C3H8NO",
  "method": "ωB97M-V/def2-TZVPD",
  "charge": 1,
  "relative_energy_ev": 4.944,
  "mol_weight_g_mol": 74.10,
  "multiplicity": 1,
  "lumo_ev": [-4.834, -4.834],
  "orbital_gap_ev": [7.510, 7.509],
  "species": ["C", "C", "C", "N", "O", "H", "H", "H", "H", "H", "H", "H", "H"],
  "coordinates": [[-2.049, -0.712, -0.011], [0.345, 1.001, 0.000], [2.320, -0.368, -0.101], [-1.833, 0.523, 0.330], [1.117, 0.217, 0.499], [-2.085, -0.885, -1.058], [-2.286, -1.402, 0.765], [0.381, 1.336, -1.025], [2.141, -1.405, -0.219], [3.057, -0.301, 0.756], [2.597, 0.074, -0.989], [-1.887, 1.177, -0.336], [-1.817, 0.745, 1.389]]
}

{
  "formula": "C6H11NO2",
  "method": "ωB97M-V/def2-TZVPD",
  "charge": 0,
  "relative_energy_ev": 1.870,
  "smiles": "C[C@@H](O)C(C)(C)N=C=O",
  "mol_weight_g_mol": 129.16,
  "multiplicity": 1,
  "lumo_ev": 0.711,
  "orbital_gap_ev": 10.470,
  "species": ["C", "C", "O", "C", "C", "C", "N", "C", "O", "H", "H", "H", "H", "H", "H", "H", "H", "H", "H", "H"],
  "coordinates": [[-1.967, 0.911, 0.050], [-1.115, -0.348, -0.003], [-1.587, -1.194, -1.027], [0.561, -0.139, -0.034], [1.044, -0.146, 1.421], [1.182, -1.325, -0.785], [0.563, 1.069, -0.995], [1.293, 1.768, -0.356], [1.909, 2.688, 0.068], [-2.025, 1.394, -0.930], [-2.996, 0.642, 0.314], [-1.582, 1.632, 0.775], [-1.265, -0.910, 0.923], [-1.594, -0.683, -1.854], [2.137, -0.079, 1.473], [0.615, 0.680, 1.997], [0.775, -1.082, 1.925], [2.275, -1.258, -0.757], [0.904, -1.333, -1.844], [0.873, -2.285, -0.359]]
}

{
  "formula": "C37H42Cl4N4O9S2SbSeSi3W",
  "method": "ωB97M-V/def2-TZVPD",
  "charge": -1,
  "relative_energy_ev": 3.178,
  "mol_weight_g_mol": 1361.53,
  "multiplicity": 3,
  "s2": 2.204,
  "lumo_ev": [1.948, 1.702],
  "orbital_gap_ev": [4.912, 6.066],
  "species": ["W", "O", "C", "C", "C", "N", "C", "C", "C", "O", "O", "C", "O", "O", "H", "H", "H", "Cl", "C", "C", "Cl", "C", "Cl", "C", "O", "C", "O", "C", "Cl", "C", "Si", "C", "C", "Sb", "Si", "C", "C", "C", "Si", "C", "C", "C", "H", "H", "H", "H", "H", "H", "H", "H", "H", "H", "H", "H", "H", "H", "H", "H", "H", "H", "H", "H", "H", "H", "H", "H", "H", "H", "H", "C", "N", "C", "Se", "N", "C", "C", "C", "C", "C", "C", "H", "H", "H", "H", "H", "H", "H", "H", "O", "S", "O", "N", "C", "S", "C", "C", "C", "C", "C", "C", "H", "H", "H", "H"],
  "coordinates": [[-0.638, 0.473, -0.256], [-1.318, -0.256, -6.445], [-1.187, -0.011, -5.100], [-0.541, 1.082, -4.583], [-0.432, 1.220, -3.197], [-0.879, 0.234, -2.370], [-1.692, -0.715, -2.889], [-1.855, -0.891, -4.227], [-2.547, -1.323, -1.831], [-3.394, -2.178, -2.066], [-2.368, -0.727, -0.704], [-0.201, 2.448, -2.461], [0.171, 3.531, -2.902], [-0.557, 2.255, -1.222], [-0.855, 0.437, -6.928], [-0.138, 1.869, -5.216], [-2.526, -1.654, -4.603], [1.163, 6.342, 2.600], [1.489, 4.922, 1.663], [2.637, 4.827, 0.903], [3.787, 6.128, 0.911], [2.871, 3.685, 0.121], [4.403, 3.564, -0.690], [1.938, 2.655, 0.054], [1.985, 1.573, -0.772], [0.829, 2.711, 0.940], [0.029, 1.662, 1.081], [0.601, 3.846, 1.696], [-0.812, 3.909, 2.666], [3.397, -3.551, 0.821], [1.750, -3.884, 0.021], [0.526, -4.925, 0.972], [1.851, -4.268, -1.801], [0.671, -1.581, -0.056], [3.005, 1.060, -2.061], [2.312, -0.366, -3.050], [4.498, 0.336, -1.232], [3.308, 2.362, -3.345], [2.395, -1.199, 4.354], [3.808, -1.857, 5.349], [1.210, -2.545, 3.960], [3.004, -0.220, 2.926], [3.928, -4.469, 1.114], [3.257, -2.928, 1.700], [4.023, -3.004, 0.112], [0.351, -5.885, 0.473], [-0.419, -4.388, 1.023], [0.861, -5.123, 1.993], [2.247, -5.271, -2.018], [2.486, -3.524, -2.288], [0.851, -4.185, -2.233], [3.141, -1.079, -3.171], [2.005, -0.025, -4.040], [1.471, -0.905, -2.613], [4.240, -0.688, -0.940], [4.801, 0.880, -0.338], [5.356, 0.291, -1.918], [2.481, 3.080, -3.366], [3.353, 1.855, -4.316], [4.238, 2.918, -3.211], [3.450, -2.412, 6.224], [4.448, -1.041, 5.698], [4.420, -2.539, 4.743], [1.730, -3.452, 3.638], [0.512, -2.248, 3.167], [0.619, -2.779, 4.850], [3.572, -0.827, 2.213], [3.637, 0.598, 3.281], [2.145, 0.214, 2.395], [-5.362, 0.103, -1.168], [-4.527, 1.040, -1.916], [-3.644, 1.907, -1.381], [-3.023, 1.919, 0.358], [-3.108, 2.598, -2.401], [-3.594, 2.143, -3.619], [-3.320, 2.500, -4.930], [-3.986, 1.799, -5.919], [-4.893, 0.773, -5.604], [-5.168, 0.430, -4.292], [-4.502, 1.142, -3.307], [-5.221, 0.304, -0.111], [-5.047, -0.917, -1.383], [-6.404, 0.253, -1.450], [-2.393, 3.295, -2.251], [-2.604, 3.280, -5.161], [-3.795, 2.037, -6.957], [-5.382, 0.234, -6.405], [-5.850, -0.375, -4.044], [1.652, -0.155, 5.490], [0.377, 0.767, 5.239], [0.729, 2.012, 5.859], [0.039, 0.737, 3.733], [-1.081, -0.073, 3.501], [-1.757, -0.512, 1.984], [-1.668, -0.555, 4.706], [-2.794, -1.389, 4.924], [-3.138, -1.728, 6.207], [-2.401, -1.267, 7.331], [-1.304, -0.460, 7.151], [-0.954, -0.108, 5.844], [-3.357, -1.749, 4.072], [-3.996, -2.371, 6.374], [-2.701, -1.558, 8.330], [-0.724, -0.102, 7.995]]
}